Formula: C16H53CdN2O10
Source: the OMol25 dataset
Level of theory: the ωB97M-V functional and the def2-TZVPD basis

* HOMO: -11.101 eV
* lowest unoccupied orbital energy: -4.24 eV
* net charge: +1

Geometry (Å):
Cd1 -0.267 -2.862 1.625
C1 -0.072 -0.448 -1.310
C2 0.528 0.007 0.020
O1 0.441 -0.917 1.039
H1 0.342 -1.425 -1.561
H2 0.253 0.229 -2.100
H3 -1.153 -0.583 -1.286
H4 0.163 1.000 0.283
H5 1.561 0.268 -0.213
C3 4.293 -0.911 1.113
C4 4.283 0.637 1.023
O2 4.052 1.130 2.391
H6 3.530 -1.273 1.803
H7 5.209 -1.276 1.578
H8 4.232 -1.211 0.067
H9 3.588 0.988 0.260
H10 5.228 1.043 0.662
H11 3.217 0.763 2.690
C5 3.059 -3.506 -3.917
C6 2.710 -2.545 -2.765
O3 2.643 -3.401 -1.664
H12 4.062 -3.930 -3.915
H13 2.975 -2.850 -4.784
H14 2.282 -4.254 -4.077
H15 1.778 -1.990 -2.870
H16 3.505 -1.806 -2.659
H17 3.553 -3.585 -1.419
C7 -2.646 2.454 -1.609
C8 -3.171 2.003 -0.295
O4 -3.876 3.004 0.347
H18 -1.873 1.755 -1.929
H19 -2.088 3.391 -1.591
H20 -3.411 2.400 -2.383
H21 -2.395 1.678 0.398
H22 -3.747 1.095 -0.472
H23 -3.188 3.672 0.398
C9 1.823 3.459 0.668
C10 1.425 4.058 2.062
C11 2.524 4.692 2.896
O5 1.995 5.057 4.108
C12 2.901 5.426 5.160
N1 0.513 5.135 1.687
H24 2.209 4.162 -0.070
H25 0.993 3.153 0.032
H26 2.437 2.566 0.790
H27 0.885 3.326 2.663
H28 3.068 5.562 2.528
H29 3.315 3.941 2.889
H30 2.350 5.610 6.083
H31 3.419 6.341 4.873
H32 3.677 4.715 5.444
H33 0.597 5.669 2.540
H34 1.116 5.684 1.091
C13 -4.046 -0.856 -3.408
C14 -3.770 -2.134 -2.649
C15 -4.754 -3.264 -2.864
O6 -6.082 -2.883 -2.387
C16 -6.996 -3.954 -2.182
N2 -2.396 -2.523 -3.012
H35 -3.422 -0.113 -2.911
H36 -5.060 -0.474 -3.287
H37 -3.806 -0.931 -4.468
H38 -3.823 -2.012 -1.567
H39 -4.378 -4.069 -2.232
H40 -4.860 -3.457 -3.932
H41 -6.581 -4.823 -1.670
H42 -7.414 -4.246 -3.145
H43 -7.869 -3.667 -1.596
H44 -2.425 -2.565 -4.020
H45 -1.719 -1.781 -2.910
O7 0.764 -4.147 0.460
H46 1.269 -3.798 -0.274
H47 0.894 -5.094 0.412
O8 1.142 -2.721 3.259
H48 1.021 -1.812 3.535
H49 2.062 -2.909 3.445
O9 -1.665 -1.867 2.889
H50 -1.771 -1.597 3.801
H51 -2.542 -1.790 2.513
O10 1.424 0.587 3.501
H52 0.816 1.284 3.750
H53 1.138 0.320 2.628

Formula: C4H8Cl3FeO
Source: the OMol25 dataset
Level of theory: the ωB97M-V functional and the def2-TZVPD basis

* HOMO (alpha / beta): -16.312 / -16.303 eV
* lowest unoccupied orbital energy (alpha / beta): -10.21 / -11.92 eV
* net charge: +2
* multiplicity: 6

Geometry (Å):
Fe1 -1.016 0.095 3.721
Cl1 -0.989 0.072 1.791
C1 -2.795 1.895 0.406
Cl2 -4.132 0.908 1.162
Cl3 -3.213 3.611 0.066
H1 -2.056 1.811 1.203
H2 -2.368 1.384 -0.457
C2 2.663 -0.755 -1.496
C3 1.206 -1.116 -1.274
O1 0.558 -1.330 -2.259
C4 0.788 -1.176 0.139
H3 3.080 -1.220 -2.389
H4 3.323 -1.025 -0.672
H5 2.775 0.326 -1.569
H6 -0.157 -0.658 0.300
H7 1.513 -0.645 0.755
H8 0.820 -2.176 0.572

Formula: C4H7NO
Source: the OMol25 dataset
Level of theory: the ωB97M-V functional and the def2-TZVPD basis

* energy relative to the best compared isomer or geometry (same formula, charge and spin): 450.8 kJ/mol
* HOMO: -9.347 eV
* lowest unoccupied orbital energy: 0.90 eV
* structure (SMILES): C1OC[C@H]2N[C@@H]12

Geometry (Å):
C1 -1.035 0.408 0.810
O1 -0.858 -0.984 0.628
C2 0.498 -1.270 0.306
C3 0.881 -0.132 -0.612
N1 -0.313 0.266 -1.415
C4 -0.065 0.894 -0.168
H1 -2.212 0.502 0.468
H2 -1.059 0.613 1.914
H3 0.941 -1.258 1.240
H4 0.658 -2.062 -0.486
H5 2.025 -0.029 -0.829
H6 0.331 1.100 -1.874
H7 0.209 1.954 0.019

Formula: C41H72F7NO18S7
Source: the OMol25 dataset
Level of theory: the ωB97M-V functional and the def2-TZVPD basis

* HOMO: -7.623 eV
* lowest unoccupied orbital energy: -0.40 eV
* structure (SMILES): CC(C)=CCC[C@H](C)CCN(CCOC=O)C(=O)OS(=O)(=O)C(F)(F)C(F)(F)C(F)(F)F.O=S1(=O)CCCC1.O=S1(=O)CCCC1.O=S1(=O)CCCC1.O=S1(=O)CCCC1.O=S1(=O)CCCC1.O=S1(=O)CCCC1

Geometry (Å):
C1 -6.899 -2.356 3.431
C2 -7.110 -1.013 4.073
C3 -8.341 -0.819 4.906
C4 -6.208 -0.035 3.825
C5 -5.539 0.840 4.839
C6 -4.186 0.302 5.395
C7 -3.497 -0.787 4.569
C8 -3.738 -2.144 5.252
C9 -1.974 -0.497 4.649
C10 -1.118 -1.672 4.188
N1 0.144 -1.230 3.565
C11 1.257 -2.191 3.675
C12 1.022 -3.605 3.157
O1 0.438 -4.462 4.169
C13 -0.709 -5.053 3.753
O2 -0.782 -5.834 2.845
C14 -0.053 -0.758 2.272
O3 -0.276 0.391 1.986
O4 0.023 -1.722 1.189
S1 -1.387 -1.984 0.526
O5 -1.308 -3.207 -0.201
O6 -2.454 -1.954 1.465
C15 -1.772 -0.667 -0.719
F1 -2.935 -1.034 -1.262
F2 -1.989 0.497 -0.092
C16 -0.678 -0.389 -1.788
F3 0.436 -0.051 -1.114
F4 -1.073 0.671 -2.497
C17 -0.321 -1.554 -2.752
F5 0.260 -0.994 -3.832
F6 0.578 -2.361 -2.202
F7 -1.384 -2.223 -3.169
H1 -6.612 -2.237 2.387
H2 -7.790 -2.974 3.511
H3 -6.093 -2.875 3.933
H4 -8.271 0.118 5.449
H5 -9.160 -0.703 4.201
H6 -8.559 -1.666 5.552
H7 -5.962 0.152 2.782
H8 -6.214 0.922 5.691
H9 -5.422 1.860 4.465
H10 -3.522 1.157 5.500
H11 -4.360 -0.041 6.409
H12 -3.740 -0.770 3.513
H13 -4.735 -2.214 5.669
H14 -3.495 -3.000 4.630
H15 -3.068 -2.189 6.111
H16 -1.800 0.319 3.949
H17 -1.710 -0.156 5.645
H18 -1.690 -2.373 3.587
H19 -0.825 -2.221 5.077
H20 1.477 -2.284 4.735
H21 2.156 -1.786 3.227
H22 2.000 -4.023 2.940
H23 0.460 -3.667 2.235
H24 -1.603 -4.779 4.328
O7 -2.804 5.083 6.714
S2 -3.229 4.805 5.366
O8 -4.488 4.159 5.087
C18 -3.096 6.309 4.406
C19 -1.669 6.288 3.865
C20 -1.418 4.846 3.404
C21 -1.915 3.916 4.518
H25 -3.308 7.164 5.042
H26 -3.825 6.250 3.598
H27 -1.541 7.000 3.052
H28 -0.967 6.551 4.659
H29 -1.977 4.654 2.487
H30 -0.365 4.669 3.187
H31 -2.315 2.984 4.126
H32 -1.133 3.706 5.246
O9 0.711 -9.071 -2.323
S3 1.538 -8.000 -1.831
O10 2.944 -8.195 -1.569
C22 1.335 -6.585 -2.906
C23 0.158 -5.821 -2.310
C24 0.373 -5.834 -0.791
C25 0.745 -7.269 -0.394
H33 1.161 -6.920 -3.927
H34 2.255 -6.005 -2.853
H35 0.099 -4.806 -2.699
H36 -0.776 -6.331 -2.557
H37 1.190 -5.157 -0.529
H38 -0.513 -5.497 -0.260
H39 1.434 -7.295 0.446
H40 -0.136 -7.866 -0.167
O11 0.764 5.042 -2.367
S4 0.282 4.703 -3.680
O12 -1.014 5.133 -4.142
C26 1.520 5.181 -4.883
C27 2.425 3.959 -4.999
C28 1.486 2.745 -5.038
C29 0.452 2.930 -3.920
H41 2.037 6.073 -4.536
H42 1.006 5.384 -5.822
H43 3.055 4.012 -5.886
H44 3.077 3.895 -4.126
H45 0.981 2.706 -6.005
H46 2.030 1.810 -4.916
H47 -0.515 2.515 -4.187
H48 0.793 2.502 -2.980
O13 6.433 -4.183 -6.904
S5 6.592 -4.033 -5.482
O14 7.696 -3.295 -4.921
C30 5.060 -3.406 -4.802
C31 4.253 -4.659 -4.482
C32 5.235 -5.652 -3.847
C33 6.500 -5.658 -4.716
H49 4.581 -2.749 -5.524
H50 5.304 -2.852 -3.896
H51 3.420 -4.435 -3.816
H52 3.846 -5.085 -5.402
H53 5.483 -5.324 -2.839
H54 4.808 -6.650 -3.766
H55 7.400 -5.823 -4.128
H56 6.439 -6.395 -5.513
O15 5.686 -2.246 2.724
S6 5.243 -2.449 1.369
O16 4.009 -3.143 1.079
C34 5.236 -0.867 0.531
C35 6.643 -0.740 -0.046
C36 6.980 -2.116 -0.628
C37 6.585 -3.170 0.417
H57 4.987 -0.081 1.241
H58 4.485 -0.914 -0.258
H59 6.695 0.043 -0.802
H60 7.350 -0.490 0.747
H61 6.407 -2.269 -1.541
H62 8.034 -2.197 -0.887
H63 6.237 -4.095 -0.038
H64 7.402 -3.380 1.104
O17 -2.631 10.633 -2.540
S7 -1.363 10.391 -3.180
O18 -0.124 10.813 -2.577
C38 -1.258 8.657 -3.607
C39 -1.875 8.572 -4.998
C40 -1.322 9.774 -5.776
C41 -1.446 11.005 -4.869
H65 -1.786 8.064 -2.865
H66 -0.204 8.385 -3.625
H67 -1.631 7.627 -5.481
H68 -2.962 8.645 -4.929
H69 -0.271 9.600 -6.016
H70 -1.851 9.926 -6.716
H71 -0.639 11.715 -5.025
H72 -2.406 11.503 -4.993

| no. | calculated total energy (eV) |
| --- | --- |
| 1 | -45460.4388 |
| 2 | -78256.0883 |
| 3 | -7794.9717 |
| 4 | -176893.7326 |